Record 1
C2H5NO3 | ωB97M-V/def2-TZVPD

Element x y z (Å)
O (-1.334, -0.419, -2.129)
C (-1.255, 0.498, -1.226)
N (-0.093, 0.657, -0.378)
C (1.095, 0.803, -1.023)
O (1.490, 1.886, -1.567)
H (-2.098, 1.144, -0.938)
H (-0.451, 1.082, 0.489)
H (1.457, -0.113, -1.426)
H (0.972, -2.255, 3.022)
H (-0.183, -1.762, 2.215)
O (0.399, -1.520, 2.962)

Relative energy (zero: lowest compared OMol25 entry of this formula, charge and spin), kJ/mol: 236.9
Total energy, hartree: -359.6191
Net charge: 0



Record 2
C2H5NO3 | ωB97M-V/def2-TZVPD

Element x y z (Å)
C (1.266, 0.815, -0.014)
N (0.163, -1.245, 0.859)
C (0.166, -0.199, -0.050)
O (-1.139, 0.598, 0.396)
O (-2.277, -0.070, -0.060)
O (-0.007, -1.026, -1.047)
H (-2.003, -0.382, -0.954)
H (-0.777, -1.654, 0.889)
H (1.163, 1.485, -0.865)
H (1.222, 1.381, 0.916)
H (2.221, 0.295, -0.071)

Relative energy (zero: lowest compared OMol25 entry of this formula, charge and spin), kJ/mol: 689.7
Total energy, hartree: -359.4466
Net charge: 0



Record 3
C2H5NO3 | ωB97M-V/def2-TZVPD

Element x y z (Å)
C (0.454, -0.544, -0.244)
C (-0.603, 0.282, 0.616)
N (-1.970, -0.066, 0.125)
O (-2.614, -1.045, 0.401)
O (-2.455, 0.770, -0.643)
O (-0.399, 1.749, 0.349)
H (0.270, -0.679, -1.268)
H (0.736, -1.542, 0.282)
H (1.363, 0.102, -0.155)
H (-0.576, 0.179, 1.734)
H (-0.981, 2.045, -0.358)

Relative energy (zero: lowest compared OMol25 entry of this formula, charge and spin), kJ/mol: 396.9
Total energy, hartree: -359.5581
Net charge: 0